[1]
DFT (ωB97M-V/def2-TZVPD) results for one molecule with the formula C4H8O.

Values from the calculation:
SMILES: C=C(C)CO
Energy relative to the best compared isomer or geometry (same formula, charge and spin): 2.1585 eV
Gap between HOMO and LUMO: 0.37019 Ha

The geometry in ORCA input format:
```
! RIJCOSX wB97M-V def2-TZVPD def2/J DEFGRID3
* xyz 0 1
C 1.39 -0.85 0.38
C 0.22 -0.33 0.31
C -1.07 -1.07 0.21
C 0.22 1.09 -0.11
O -1.08 1.74 -0.51
H 2.11 -0.07 0.42
H 1.79 -1.87 0.27
H -1.45 -1.51 1.14
H -0.75 -1.86 -0.47
H -1.84 -0.55 -0.29
H 0.52 1.76 0.77
H 0.75 1.05 -1.04
H -0.83 2.48 -1.05
*
```

[2]
DFT (ωB97M-V/def2-TZVPD) results for one molecule with the formula C4H8O.

Values from the calculation:
SMILES: CC(C)C=O
Energy relative to the best compared isomer or geometry (same formula, charge and spin): 0.7277 eV
Gap between HOMO and LUMO: 0.39767 Ha

The geometry in ORCA input format:
```
! RIJCOSX wB97M-V def2-TZVPD def2/J DEFGRID3
* xyz 0 1
C -1.27 -0.57 -0.81
C 0.20 -0.39 -0.45
C 0.57 -1.39 0.63
C 0.51 1.07 -0.14
O 0.15 1.61 0.86
H -1.71 0.42 -1.03
H -1.94 -0.92 -0.02
H -1.45 -1.22 -1.66
H 0.88 -0.65 -1.27
H 0.52 -2.46 0.39
H -0.05 -1.25 1.52
H 1.61 -1.41 0.97
H 1.02 1.69 -0.90
*
```

[3]
DFT (ωB97M-V/def2-TZVPD) results for C4H8O as an isolated structure.

Values from the calculation:
Energy relative to the best compared isomer or geometry (same formula, charge and spin): 4.8415 eV
Gap between HOMO and LUMO: 0.34506 Ha

The geometry in ORCA input format:
```
! RIJCOSX wB97M-V def2-TZVPD def2/J DEFGRID3
* xyz 0 1
C -1.16 -0.57 0.79
C -0.05 0.10 -0.38
O -0.76 0.36 -1.51
C 1.35 -0.43 -0.35
C 1.02 0.91 0.27
H -0.83 -0.86 1.82
H -1.37 -1.48 0.25
H -2.08 0.03 0.90
H -0.96 1.31 -1.55
H 1.62 -1.27 0.30
H 1.80 -0.51 -1.34
H 0.01 0.54 0.94
H 1.42 1.86 -0.14
*
```

[4]
DFT (ωB97M-V/def2-TZVPD) results for C4H8O as an isolated structure.

Values from the calculation:
Energy relative to the best compared isomer or geometry (same formula, charge and spin): 6.3793 eV
Gap between HOMO and LUMO: 0.29946 Ha

The geometry in ORCA input format:
```
! RIJCOSX wB97M-V def2-TZVPD def2/J DEFGRID3
* xyz 0 1
C -1.21 -0.52 0.96
C 0.09 0.17 -0.46
O -0.79 0.27 -1.48
C 1.44 -0.41 -0.48
C 1.11 0.91 0.18
H -0.96 -0.76 2.00
H -1.42 -1.45 0.43
H -2.09 0.12 0.93
H -1.13 1.17 -1.50
H 1.75 -1.27 0.10
H 1.85 -0.40 -1.50
H -0.11 0.27 0.88
H 1.46 1.90 -0.06
*
```

Look up the energy relative to the best compared isomer or geometry (same formula, charge and spin) of the first one. 2.1585 eV

What is the formula in the second record? C4H8O

Which of these has the highest gap between HOMO and LUMO? number 2

Among the records above, which one has the lowest gap between HOMO and LUMO? number 4